No. 1
# C36H101N7O15

A cluster of 11 separate species, C36H101N7O15 in total (ωB97M-V/def2-TZVPD, OMol25).

SMILES string   COC[C@H](C)N.COC[C@H](C)N.COC[C@H](C)N.COC[C@H](C)N.COC[C@H](C)N.COC[C@H](C)N.COC[C@H](C)N.OCCO.OCCO.OCCO.OCCO
Relative energy (zero: lowest compared OMol25 entry of this formula, charge and spin)   2.617 eV
Lowest unoccupied orbital energy   0.4 eV

ORCA input file:
```
! wB97M-V def2-TZVPD RIJCOSX def2/J DEFGRID3
* xyz 0 1
C 24.1448 16.2586 12.2539
O 24.0499 14.8263 12.1626
C 24.9555 14.3928 11.1237
C 24.9273 12.8844 10.8761
C 25.2996 12.1254 12.1624
N 25.7296 12.5289 9.7900
H 25.0987 16.5598 12.7000
H 23.3308 16.5657 12.9072
H 24.0215 16.6974 11.2633
H 24.5479 14.9170 10.2285
H 25.9389 14.8435 11.3464
H 23.8682 12.5918 10.7087
H 26.2910 12.4513 12.3771
H 25.3276 11.0327 11.9769
H 24.5703 12.3384 12.9227
H 25.1843 12.5846 8.9245
H 26.1004 11.6103 9.8871
C 19.5378 14.8330 8.8669
O 19.4268 15.3822 10.1525
C 19.3938 16.8264 10.1407
C 19.2907 17.3980 11.5435
C 17.8883 17.1591 12.1183
N 19.5459 18.8454 11.5092
H 18.8757 15.3061 8.1502
H 19.2890 13.7852 8.9200
H 20.5185 14.8897 8.4536
H 20.3180 17.1684 9.6583
H 18.4969 17.1940 9.6198
H 20.0328 16.9308 12.2135
H 17.5231 16.1756 11.7872
H 17.1738 17.8700 11.7108
H 17.9110 17.2163 13.1988
H 19.0484 19.4233 10.8483
H 20.5176 19.1622 11.5471
C 24.3494 13.2706 16.3339
O 25.2863 13.0968 17.4043
C 26.6147 12.8981 16.8692
C 27.4129 12.0992 17.8236
C 28.8197 11.8410 17.4232
N 26.7566 10.7410 17.9377
H 24.4163 12.4876 15.5779
H 24.3762 14.2959 15.9004
H 23.4295 13.1697 16.8523
H 26.5748 12.3423 15.8911
H 27.0617 13.8906 16.7085
H 27.3153 12.6107 18.8161
H 28.9514 11.5178 16.4048
H 29.2720 11.1326 18.0858
H 29.4716 12.7321 17.5162
H 25.8091 10.9590 18.2561
H 27.1809 10.2013 18.6927
C 23.1231 13.6284 22.2001
O 22.6548 13.0871 20.9710
C 21.7229 13.9311 20.3136
C 21.1452 13.2198 19.1331
C 20.3854 14.2247 18.3599
N 20.2723 12.1505 19.5537
H 22.3178 14.0397 22.8300
H 23.8000 14.4775 22.0330
H 23.6257 12.7939 22.7305
H 20.9291 14.1864 21.0013
H 22.3042 14.7747 19.9202
H 22.0014 12.8867 18.5747
H 19.6601 14.6073 19.0194
H 19.8139 13.9138 17.4911
H 21.0100 15.0628 18.0692
H 19.8566 11.8466 18.6552
H 20.8579 11.3303 19.8073
C 13.3495 12.5253 13.5355
O 14.6187 12.9076 13.0451
C 14.4890 13.8615 12.0032
C 15.8700 14.0902 11.3090
C 15.7637 15.0582 10.2296
N 16.3645 12.7601 10.7437
H 13.4716 11.6713 14.1577
H 12.6117 12.3523 12.7516
H 12.9543 13.4160 14.0144
H 13.8667 13.4925 11.2093
H 14.0363 14.7736 12.3720
H 16.5214 14.4265 12.1305
H 15.4366 15.9938 10.6342
H 15.0229 14.7636 9.4766
H 16.6489 15.2133 9.6539
H 16.4215 11.9323 11.2914
H 17.3219 12.9455 10.5267
C 10.8972 16.7473 17.8499
O 11.4330 16.7482 16.5563
C 12.7444 16.2473 16.4692
C 13.3066 16.7856 15.1886
C 14.6530 16.3174 14.9488
N 13.2833 18.2518 14.9974
H 11.5570 17.3379 18.5439
H 10.9152 15.7315 18.2783
H 9.8905 17.2035 17.7979
H 13.3390 16.6492 17.3288
H 12.7959 15.1422 16.4691
H 12.6008 16.3712 14.4591
H 14.9634 16.7276 14.0077
H 14.7307 15.2382 15.0382
H 15.3607 16.7462 15.6456
H 13.6814 18.6594 15.9046
H 12.2908 18.4902 15.0183
C 17.4037 14.3207 14.7689
O 18.6936 13.7401 14.7361
C 19.2767 13.6750 13.4059
C 20.8315 13.6985 13.4752
C 21.2879 14.9792 14.2611
N 21.2073 13.6168 12.0629
H 17.1558 14.3094 15.8458
H 16.6435 13.7511 14.2645
H 17.3605 15.3890 14.5832
H 18.9645 12.7418 12.9728
H 18.9600 14.4697 12.7225
H 21.0714 12.8004 14.0198
H 22.3985 14.8508 14.3120
H 20.9194 15.0611 15.2860
H 21.0496 15.9470 13.8268
H 20.5783 14.1645 11.4187
H 22.2012 13.8494 11.8819
O 22.2880 20.6587 13.3743
C 21.8848 19.5770 14.2210
C 20.5752 19.8046 14.9406
O 20.6926 20.9282 15.8012
H 22.8228 21.2356 13.9660
H 21.8358 18.6419 13.6295
H 22.6676 19.3216 14.9643
H 20.3157 18.9837 15.5878
H 19.7330 19.8822 14.2288
H 20.6488 21.7443 15.3328
O 19.3038 11.6096 16.4346
C 20.7037 11.5178 16.2823
C 21.1619 10.4714 15.1453
O 22.5419 10.7487 14.9084
H 19.0614 12.1956 15.7125
H 21.1959 12.4798 16.0959
H 21.1389 11.0915 17.2154
H 20.5882 10.7417 14.2771
H 20.9088 9.4519 15.3879
H 23.0758 9.9380 14.8795
O 17.7984 9.2530 16.0794
C 17.2433 9.4039 14.7501
C 17.5200 8.1278 13.9510
O 18.8644 7.7791 13.7418
H 18.3165 10.0400 16.3020
H 16.1960 9.7444 14.6738
H 17.8785 10.1802 14.2429
H 17.0963 8.2685 12.9608
H 16.9675 7.3294 14.4761
H 19.3377 7.9436 14.5611
O 21.4699 11.2725 10.4600
C 21.6482 10.0082 11.2048
C 20.3630 9.3068 11.3544
O 19.9390 8.7792 10.0608
H 21.2394 11.9733 11.1167
H 22.2481 9.4041 10.5623
H 22.0190 10.1701 12.2279
H 19.6967 10.1305 11.6818
H 20.3657 8.4665 12.0316
H 20.0212 9.5724 9.5390
*
```



No. 2
# C6H10O

The molecule C6H10O (ωB97M-V/def2-TZVPD, OMol25).

SMILES string   C[C@H]1C[C@H]2OC[C@@H]12
Relative energy (zero: lowest compared OMol25 entry of this formula, charge and spin)   1.459 eV
Lowest unoccupied orbital energy   1.1 eV

ORCA input file:
```
! wB97M-V def2-TZVPD RIJCOSX def2/J DEFGRID3
* xyz 0 1
C -1.0634 -0.6935 1.3374
C -0.1528 -0.9264 0.1435
C -0.6803 -0.4536 -1.2432
C 0.4947 0.5240 -1.3399
O 0.2073 1.7936 -0.7253
C 0.9439 1.4314 0.4569
C 1.0979 -0.0102 -0.0227
H -0.5627 -0.9410 2.2811
H -1.9600 -1.3180 1.2565
H -1.3979 0.3488 1.3922
H 0.1416 -1.9812 0.1126
H -0.6617 -1.2380 -2.0075
H -1.6619 0.0301 -1.2473
H 1.0355 0.6287 -2.2861
H 0.3774 1.6165 1.3779
H 1.8965 1.9758 0.5113
H 2.0798 -0.4793 0.0637
*
```



No. 3
# C47H57N9PV

A structure of composition C47H57N9PV (ωB97M-V/def2-TZVPD, OMol25).

<S²>   0.7768
Lowest unoccupied orbital energy (spin up / spin down)   -9.6 / -9.5 eV

ORCA input file:
```
! wB97M-V def2-TZVPD RIJCOSX def2/J DEFGRID3
* xyz 3 2
V -0.2451 0.0198 -0.2403
C 0.8885 -0.6592 -3.3490
C 1.6398 -1.9307 -3.0827
C 1.2876 -2.7896 -4.2985
C 2.1812 -3.5875 -5.0251
C 1.8132 -4.0711 -6.2711
C 0.5771 -3.7846 -6.7979
C -0.3223 -3.1041 -6.0276
N 0.0206 -2.5889 -4.8492
N 0.6218 0.3816 -2.3076
C -0.2367 1.3683 -3.0416
C -1.0294 2.2242 -2.1053
C -1.6158 3.4097 -2.5361
C -2.4502 4.1666 -1.7226
C -2.6896 3.7202 -0.4453
C -2.0088 2.5424 -0.0201
N -1.1969 1.8396 -0.8468
C 1.9246 1.1622 -1.9516
C 2.7283 0.2868 -1.0374
C 4.0895 0.3170 -1.0929
C 4.8031 -0.5459 -0.2130
C 4.0515 -1.4758 0.5369
C 2.6653 -1.4407 0.5269
N 2.0241 -0.5642 -0.2684
H -0.0774 -0.8981 -3.7553
H 1.3927 -0.1346 -4.1027
H 1.3753 -2.3729 -2.1460
H 2.7116 -1.6703 -3.0682
H 3.2204 -3.7605 -4.6655
H 2.5906 -4.6486 -6.8502
H 0.3303 -4.1162 -7.7681
H -1.3200 -2.7674 -6.3775
H -0.8891 0.8026 -3.7165
H 0.3005 2.0187 -3.6886
H -1.4245 3.8082 -3.5023
H -2.9034 5.0861 -2.0702
H -3.4651 4.1647 0.1924
H -2.1211 2.1009 0.8847
H 1.6343 2.1108 -1.4145
H 2.4789 1.4938 -2.8763
H 4.6888 0.8449 -1.8594
H 5.8737 -0.6205 -0.2090
H 4.6016 -2.1480 1.2408
H 2.2002 -2.1037 1.2471
N -3.0523 -1.8729 -2.8443
C -3.6635 -0.6559 -2.9671
C -3.0641 0.1525 -2.0995
N -2.0500 -0.5207 -1.4775
C -2.0668 -1.7349 -1.9827
C -1.0477 -2.6510 -1.4296
N -0.3285 -2.3403 -0.3702
C 0.3931 -3.5219 -0.0103
C 0.0911 -4.4911 -0.8765
N -0.8374 -3.9447 -1.7252
H -3.3065 -2.6472 -3.4117
H -4.5556 -0.4795 -3.5686
H -3.2166 1.1924 -1.9170
H 0.9766 -3.4851 0.9201
H 0.3570 -5.5028 -1.0886
H -1.3129 -4.4586 -2.4602
C -4.2828 0.3337 1.2773
C -3.6294 -1.0098 1.6222
C -4.2082 -2.0706 0.7188
P -1.7930 -0.8391 1.7447
C -1.2967 -2.4275 2.5311
C -2.3787 -2.9990 3.4287
C 0.0827 -2.3495 3.2124
C -1.3361 0.4578 2.9321
C -2.0376 0.7047 4.1329
C -1.7758 1.8247 4.9099
C -2.6346 2.0856 6.1308
C -0.7706 2.6894 4.4965
C -0.1130 2.5004 3.3085
C -0.2951 1.3902 2.5195
N 0.3499 1.1908 1.3665
C 1.6878 1.9333 1.3707
C 2.6850 1.4803 2.2339
C 2.4706 0.3447 3.1613
C 3.8714 2.1162 2.3104
C 4.1786 3.2763 1.5785
C 5.5468 3.8659 1.6547
C 3.1856 3.7294 0.7460
C 1.8870 3.1516 0.6670
C 0.8652 4.1257 -0.0196
H -5.3773 0.3182 1.3374
H -4.0170 0.6925 0.2661
H -3.8463 1.0846 1.9300
H -3.9540 -1.2698 2.6251
H -3.7482 -1.8723 -0.2708
H -5.2967 -1.8997 0.7037
H -3.9203 -3.0967 0.9973
H -1.2512 -3.1365 1.7567
H -2.7185 -2.4150 4.3079
H -1.9316 -3.8742 3.7677
H -3.2342 -3.3523 2.8273
H 0.2163 -1.4057 3.7965
H 0.9147 -2.3435 2.5691
H 0.1264 -3.2301 3.9085
H -2.9021 0.1145 4.3988
H -3.2479 1.1968 6.5254
H -3.3104 2.8623 5.8521
H -2.0118 2.3074 6.9308
H -0.4289 3.5678 5.0435
H 0.6631 3.2432 3.0899
H 1.6635 -0.3772 2.8032
H 2.2668 0.9017 4.1016
H 3.3349 -0.2994 3.3782
H 4.6314 1.7391 2.9998
H 6.2091 3.3994 2.3651
H 5.6609 5.0222 1.7399
H 5.9828 3.7247 0.6895
H 3.3943 4.7660 0.3114
H 1.2907 5.1167 -0.0951
H -0.1116 4.1180 0.6195
H 0.6591 3.7676 -1.0301
*
```



No. 4
# H4O6P2S

The molecule H4O6P2S (ωB97M-V/def2-TZVPD, OMol25).

Relative energy (zero: lowest compared OMol25 entry of this formula, charge and spin)   0.000 eV
Lowest unoccupied orbital energy   0.2 eV

ORCA input file:
```
! wB97M-V def2-TZVPD RIJCOSX def2/J DEFGRID3
* xyz 0 1
O 0.0177 1.0973 -1.3773
S 1.8457 -0.0538 1.0929
O 1.1743 -1.0459 -1.4690
O -1.0720 -0.8668 -2.3805
O -0.6594 -0.2050 2.5934
O -0.3145 1.7911 1.0622
O -0.8797 -0.5973 0.1427
P -0.1768 -0.3238 -1.2348
P -0.0809 0.2414 1.1945
H 1.7275 -0.7094 -0.7194
H -1.1289 -1.7796 -2.1658
H -0.3278 0.4890 3.1647
H -0.1252 1.9628 0.0964
*
```



No. 5
# CNO2S2

A cluster of 2 separate species, CNO2S2 in total (ωB97M-V/def2-TZVPD, OMol25).

Relative energy (zero: lowest compared OMol25 entry of this formula, charge and spin)   2.567 eV
Lowest unoccupied orbital energy (spin up / spin down)   1.5 / 1.5 eV

ORCA input file:
```
! wB97M-V def2-TZVPD RIJCOSX def2/J DEFGRID3
* xyz -1 1
C 0.4676 1.1112 1.4993
N 0.3664 1.6901 2.4912
O -1.0780 0.3970 -1.5078
O 1.2006 -0.5404 -1.4395
S -0.8358 -2.1983 -0.2204
S -0.1208 -0.4597 -0.8229
*
```



No. 6
# CH6N2

A cluster of 2 separate species, CH6N2 in total (ωB97M-V/def2-TZVPD, OMol25).

SMILES string   C=N.N
Relative energy (zero: lowest compared OMol25 entry of this formula, charge and spin)   0.811 eV
Lowest unoccupied orbital energy   0.9 eV

ORCA input file:
```
! wB97M-V def2-TZVPD RIJCOSX def2/J DEFGRID3
* xyz 0 1
C 1.1855 -0.7144 1.0571
N 1.4000 -1.5739 0.1583
H 1.8713 0.1153 1.1994
H 0.4099 -0.8470 1.8093
H 0.6376 -2.2436 0.0773
N -2.0646 1.8457 -1.0045
H -2.0122 2.5692 -1.6977
H -1.3136 1.8843 -0.3364
H -2.1912 0.9062 -1.3357
*
```



Q: Which formula does entry 2 have?
A: C6H10O